1.
{
  "formula": "C4H4O3",
  "method": "the ωB97M-V functional and the def2-TZVPD basis",
  "homo_energy_ev": -9.767,
  "homo_lumo_gap_ev": 9.2,
  "e_lumo_ev": -0.57,
  "relative_energy_kj_mol": 360.5,
  "energy_ev": -10351.476,
  "symbols": ["C", "C", "O", "C", "O", "C", "O", "H", "H", "H", "H"],
  "xyz": [[1.419, 1.250, 0.678], [0.380, 0.753, 0.017], [-0.987, 0.932, 0.100], [-0.918, -0.514, 0.423], [-0.973, -1.025, 1.503], [-1.058, -1.273, -0.899], [-0.363, -1.146, -1.870], [2.284, 0.589, 0.674], [1.469, 2.259, 1.043], [0.689, 0.099, -0.784], [-1.942, -1.925, -0.885]]
}

=====

2.
{
  "formula": "C4H4O4",
  "method": "the ωB97M-V functional and the def2-TZVPD basis",
  "smiles": "CC(=O)C=O.O=C=O",
  "homo_energy_ev": -9.567,
  "homo_lumo_gap_ev": 9.0,
  "e_lumo_ev": -0.59,
  "relative_energy_kj_mol": 150.0,
  "energy_ev": -12401.750,
  "symbols": ["C", "C", "O", "C", "O", "H", "H", "H", "H", "O", "C", "O"],
  "xyz": [[-0.394, -0.781, 1.251], [-0.214, -0.790, -0.223], [0.443, -1.464, -0.950], [-1.091, 0.451, -0.961], [-2.075, 0.876, -0.426], [0.259, -1.517, 1.714], [-1.452, -0.924, 1.465], [-0.160, 0.204, 1.652], [-0.951, 0.475, -2.058], [2.541, 0.253, -0.727], [1.752, 1.101, -0.563], [1.342, 2.116, -0.175]]
}

=====

3.
{
  "formula": "C4H4O6",
  "method": "the ωB97M-V functional and the def2-TZVPD basis",
  "smiles": "O=C(O)/C(O)=C(\\O)C(=O)O",
  "homo_energy_ev": -9.033,
  "homo_lumo_gap_ev": 8.5,
  "e_lumo_ev": -0.52,
  "relative_energy_kj_mol": 254.8,
  "energy_ev": -16495.418,
  "symbols": ["O", "C", "O", "C", "O", "C", "O", "C", "O", "O", "H", "H", "H", "H"],
  "xyz": [[3.014, 0.650, -0.063], [2.116, -0.101, -0.091], [2.107, -1.429, -0.038], [0.756, 0.630, -0.091], [0.942, 1.942, 0.191], [-0.464, -0.165, -0.098], [-0.325, -1.460, -0.223], [-1.779, 0.434, -0.101], [-1.950, 1.623, -0.383], [-2.749, -0.622, 0.168], [1.115, -1.534, -0.441], [1.947, 2.179, 0.189], [-1.139, -1.951, 0.465], [-3.591, -0.196, 0.516]]
}

=====

4.
{
  "formula": "C4H4OS",
  "method": "the ωB97M-V functional and the def2-TZVPD basis",
  "smiles": "O=C1C=CCS1",
  "homo_energy_ev": -9.447,
  "homo_lumo_gap_ev": 9.3,
  "e_lumo_ev": -0.10,
  "relative_energy_kj_mol": 211.5,
  "energy_ev": -17092.953,
  "symbols": ["O", "C", "C", "C", "C", "S", "H", "H", "H", "H"],
  "xyz": [[2.774, -0.277, 0.151], [1.543, -0.165, -0.072], [0.556, 0.897, -0.165], [-0.666, 0.678, -0.256], [-1.071, -0.791, 0.244], [0.580, -1.582, -0.291], [1.155, 1.895, -0.394], [-1.401, 1.491, -0.391], [-1.996, -1.408, -0.241], [-1.473, -0.737, 1.416]]
}

=====

5.
{
  "formula": "C4H4OS2",
  "method": "the ωB97M-V functional and the def2-TZVPD basis",
  "smiles": "S=CC(=S)[C@@H]1CO1",
  "homo_energy_ev": -9.271,
  "homo_lumo_gap_ev": 7.1,
  "e_lumo_ev": -2.13,
  "relative_energy_kj_mol": 214.9,
  "energy_ev": -27927.935,
  "symbols": ["S", "C", "C", "S", "C", "C", "O", "H", "H", "H", "H"],
  "xyz": [[0.813, -2.336, -0.235], [-0.399, -1.325, -0.619], [-0.456, 0.062, -0.219], [-1.871, 0.831, 0.088], [0.869, 0.660, -0.022], [1.084, 1.531, 1.138], [0.937, 2.102, -0.157], [-1.295, -1.688, -1.084], [1.702, 0.120, -0.369], [0.307, 1.618, 1.861], [2.115, 1.635, 1.520]]
}

=====

6.
{
  "formula": "C4H4OS2",
  "method": "the ωB97M-V functional and the def2-TZVPD basis",
  "smiles": "C=C(C=S)C(=O)S",
  "homo_energy_ev": -9.255,
  "homo_lumo_gap_ev": 7.8,
  "e_lumo_ev": -1.50,
  "relative_energy_kj_mol": 206.0,
  "energy_ev": -27928.028,
  "symbols": ["C", "C", "C", "S", "C", "O", "S", "H", "H", "H", "H"],
  "xyz": [[0.650, -0.581, -2.352], [0.257, -0.248, -1.031], [1.268, -0.711, -0.112], [1.251, -0.944, 1.503], [-1.010, 0.254, -0.539], [-2.081, -0.315, -0.757], [-0.853, 1.678, 0.695], [-0.203, -0.284, -2.983], [1.409, -1.199, -2.658], [2.196, -0.925, -0.766], [-0.103, 0.904, 1.496]]
}

=====

7.
{
  "formula": "C4H4OS3",
  "method": "the ωB97M-V functional and the def2-TZVPD basis",
  "smiles": "S=C1O[C@@H]2[C@@H](S)[C@@H]2S1",
  "homo_energy_ev": -8.984,
  "homo_lumo_gap_ev": 9.1,
  "e_lumo_ev": 0.12,
  "relative_energy_kj_mol": 203.4,
  "energy_ev": -38763.345,
  "symbols": ["S", "C", "O", "C", "C", "S", "C", "S", "H", "H", "H", "H"],
  "xyz": [[-2.799, 1.503, 0.268], [-1.343, 0.698, 0.200], [-0.452, 0.371, 1.109], [0.534, -0.607, 0.786], [1.661, -0.227, -0.136], [3.091, -0.956, 0.351], [0.446, -1.053, -0.598], [-0.980, -0.098, -1.380], [0.900, -1.366, 1.591], [1.861, 0.836, -0.457], [3.339, -0.307, 1.470], [0.742, -2.188, -0.808]]
}

=====

8.
{
  "formula": "C4H4OSe",
  "method": "the ωB97M-V functional and the def2-TZVPD basis",
  "homo_energy_ev": [-8.908, -8.925],
  "homo_lumo_gap_ev": [6.8, 7.5],
  "e_lumo_ev": [-2.11, -1.46],
  "relative_energy_kj_mol": 408.5,
  "energy_ev": -71600.885,
  "symbols": ["C", "C", "C", "C", "O", "Se", "H", "H", "H", "H"],
  "xyz": [[-0.367, 1.379, 0.136], [0.649, 1.345, -0.839], [-0.615, 0.091, 0.532], [0.842, -0.032, -1.028], [0.145, -0.762, -0.189], [0.008, -3.494, 1.128], [-0.983, 2.136, 0.396], [0.847, 2.203, -1.526], [-1.440, -0.279, 0.979], [0.914, -2.587, 0.413]]
}

=====

9.
{
  "formula": "C4H4S",
  "method": "the ωB97M-V functional and the def2-TZVPD basis",
  "smiles": "S=CC1C=C1",
  "homo_energy_ev": [-8.489, -8.488],
  "homo_lumo_gap_ev": [8.1, 8.1],
  "e_lumo_ev": [-0.36, -0.36],
  "relative_energy_kj_mol": 332.9,
  "energy_ev": -15044.229,
  "symbols": ["S", "C", "C", "C", "C", "H", "H", "H", "H"],
  "xyz": [[-2.488, -1.203, -1.826], [-1.468, -0.373, -0.758], [0.002, -0.385, -0.678], [0.655, -0.285, 0.807], [0.668, 0.759, 0.035], [-2.050, 0.248, -0.055], [0.511, -1.126, -1.428], [0.694, -0.785, 1.753], [0.770, 1.760, -0.219]]
}

=====

10.
{
  "formula": "C4H4S",
  "method": "the ωB97M-V functional and the def2-TZVPD basis",
  "smiles": "C#CCC=S",
  "homo_energy_ev": -8.701,
  "homo_lumo_gap_ev": 8.5,
  "e_lumo_ev": -0.16,
  "relative_energy_kj_mol": 306.3,
  "energy_ev": -15044.504,
  "symbols": ["C", "C", "C", "C", "S", "H", "H", "H", "H"],
  "xyz": [[-1.749, 1.167, 0.894], [-1.302, 0.179, 0.351], [-0.766, -1.060, 0.001], [0.554, -0.836, -0.620], [1.441, 0.377, -0.203], [-2.191, 2.147, 0.835], [-1.502, -1.508, -0.839], [-0.753, -1.794, 0.857], [0.968, -1.583, -1.359]]
}